{"formula": "C9H10O4S2", "method": "ωB97M-V with the def2-TZVPD basis set", "gap_ha": [0.2813, 0.2814], "e_tot_ev": -39349.717, "e_homo_ev": [-9.097, -9.098], "molar_mass_g_mol": 246.3, "relative_energy_kcal_mol": 69.8, "species": ["C", "C", "C", "C", "C", "C", "C", "C", "C", "O", "O", "O", "O", "S", "S", "H", "H", "H", "H", "H", "H", "H", "H", "H", "H"], "xyz": [[0.9582, 0.1955, 0.2558], [-0.2752, 0.5600, 0.9352], [-0.6217, -2.4560, -1.1673], [2.0132, 2.3107, -0.6388], [-1.8665, 2.3352, 1.4821], [1.9502, 0.9744, -0.4774], [-0.6570, 1.8764, 1.3169], [0.8169, -2.0841, -1.3851], [-1.5013, -1.2610, -0.6727], [-1.1332, -3.5482, -1.2712], [2.8901, -1.7087, 0.2386], [-0.7910, -1.8805, 1.9229], [-2.7100, -0.4759, 1.5573], [1.4209, -1.6848, 0.3339], [-1.4110, -0.8622, 1.1087], [2.8297, 2.8634, -1.1557], [1.1931, 2.8535, -0.2034], [-1.9181, 3.4890, 1.5601], [-2.7314, 1.7222, 1.3774], [2.7741, 0.3029, -0.8152], [0.1381, 2.5676, 1.4088], [1.3378, -2.9451, -1.4925], [1.0348, -1.3371, -2.2906], [-1.1408, -0.2949, -0.9539], [-2.6000, -1.5123, -0.9738]], "atomic_forces_ev_per_a": [[-3.5, -0.1, 2.1], [3.9, -2.4, -1.8], [-1.5, 0.7, 0.3], [0.0, -0.6, 0.0], [-1.1, 3.2, -0.1], [1.3, -0.3, 0.3], [0.8, -0.3, -0.4], [-1.1, 2.7, -0.7], [-1.9, -1.6, -0.1], [0.9, 0.9, -0.1], [0.2, 0.1, -0.1], [0.0, 0.2, -0.7], [-0.5, 0.8, -0.4], [0.6, 1.8, -0.9], [0.3, -0.8, 1.2], [-0.8, -0.8, 0.4], [0.1, 0.6, -0.2], [-0.4, -2.2, 0.3], [-0.6, 0.0, 0.1], [-0.5, 0.7, 0.1], [0.9, 0.5, 0.1], [1.8, -2.8, -1.0], [-0.5, -1.3, 2.3], [-0.2, 0.3, -1.4], [2.0, 0.7, 0.8]], "nbo_charge": [-0.16, -0.31, 0.57, -0.32, -0.30, -0.30, -0.29, -0.71, -0.78, -0.48, -0.94, -0.91, -0.92, 1.31, 2.16, 0.22, 0.19, 0.21, 0.23, 0.25, 0.21, 0.24, 0.26, 0.25, 0.29]}

{"formula": "C9H10P2", "method": "ωB97M-V with the def2-TZVPD basis set", "gap_ha": 0.3108, "e_tot_ev": -28066.728, "e_homo_ev": -8.646, "molar_mass_g_mol": 180.1, "relative_energy_kcal_mol": 50.1, "species": ["C", "C", "C", "C", "C", "C", "C", "C", "C", "P", "P", "H", "H", "H", "H", "H", "H", "H", "H", "H", "H"], "xyz": [[-1.3424, -2.4259, -0.3259], [-2.5421, -1.9137, 0.3899], [-2.7260, 2.2718, -1.3380], [-0.3369, -1.6197, -0.4954], [-2.5764, -0.6764, 0.7965], [-2.3830, 1.6181, -0.3867], [3.0698, -0.3711, -0.1506], [1.5057, 1.5697, 1.0868], [0.3333, -0.5080, -0.3663], [-1.7862, 0.7610, 1.0383], [1.5887, -0.2788, 0.9664], [-1.3766, -3.4464, -0.6651], [-3.3424, -2.6252, 0.5336], [-3.0530, 2.8154, -2.1759], [3.1836, -1.3943, -0.5016], [3.9581, -0.0977, 0.4145], [2.9599, 0.2955, -1.0084], [0.7974, 1.8495, 1.8625], [1.1924, 2.0174, 0.1443], [2.4836, 1.9533, 1.3654], [0.3925, 0.2055, -1.1841]], "atomic_forces_ev_per_a": [[0.3, -0.2, -0.3], [-0.5, 0.1, 0.3], [0.2, -0.3, 0.4], [-0.1, 0.2, 0.1], [0.5, 0.6, 0.1], [0.0, 0.2, -0.2], [-0.3, 0.0, 0.2], [-0.2, -0.3, 0.1], [1.1, -0.4, -0.2], [-1.2, -0.4, 0.3], [0.2, 0.1, -0.3], [0.1, -0.2, -0.1], [-0.1, 0.0, 0.1], [-0.1, 0.3, -0.4], [0.0, 0.0, 0.0], [0.1, 0.0, 0.0], [0.1, 0.0, 0.0], [0.0, 0.1, 0.0], [0.1, 0.1, -0.1], [0.1, 0.0, 0.0], [-0.2, 0.1, -0.1]], "nbo_charge": [-0.34, -0.28, -0.19, 0.15, -0.33, -0.39, -0.92, -0.94, -0.59, 0.70, 0.80, 0.24, 0.24, 0.23, 0.23, 0.23, 0.21, 0.24, 0.22, 0.23, 0.24]}

{"formula": "C9H11AlCl2NO4Y", "method": "ωB97M-V with the def2-TZVPD basis set", "gap_ha": 0.1294, "e_tot_ev": -51834.827, "e_homo_ev": -19.937, "charge": 4, "molar_mass_g_mol": 384.0, "relative_energy_kcal_mol": 0.0, "species": ["Al", "Y", "Cl", "Cl", "C", "C", "C", "O", "O", "O", "O", "C", "C", "C", "C", "C", "C", "N", "H", "H", "H", "H", "H", "H", "H", "H", "H", "H", "H"], "xyz": [[-0.2433, -0.0722, -8.9149], [0.3708, -0.8733, -1.5879], [-0.6779, 1.3539, -7.4355], [1.8361, -2.6718, -2.3222], [-0.7807, -2.3906, -0.3350], [-0.7587, 0.4110, -10.8421], [0.2569, -1.9155, -9.2901], [-1.3661, -3.1597, 0.3178], [-1.0348, 0.5843, -11.9628], [0.5113, -2.9256, -9.8316], [0.5554, -0.0110, 0.2976], [0.3564, 0.1291, 1.5699], [1.4914, 0.4607, 2.4814], [1.2465, 1.6248, 3.4474], [0.3846, 1.2934, 4.6716], [-1.0490, 0.9675, 4.2808], [-1.1585, -0.3319, 3.4757], [-0.8582, -0.1399, 2.0452], [1.7157, -0.4786, 3.0295], [2.3605, 0.7100, 1.8553], [2.2165, 1.9716, 3.8186], [0.7852, 2.4706, 2.9140], [0.8159, 0.4658, 5.2516], [0.3693, 2.1721, 5.3332], [-1.6375, 0.8339, 5.2019], [-1.4993, 1.8031, 3.7187], [-0.4840, -1.0983, 3.8981], [-2.1894, -0.6994, 3.5566], [-1.5350, -0.4837, 1.3573]], "atomic_forces_ev_per_a": [[-1.0, 3.2, 1.8], [2.2, 1.3, -0.8], [0.5, -1.6, -1.4], [-0.8, 0.9, 0.4], [-4.5, -6.1, 4.6], [-1.8, 1.1, -7.6], [2.3, -8.5, -4.2], [3.3, 4.2, -3.5], [1.7, -0.9, 7.0], [-1.7, 6.6, 3.9], [-0.3, -0.3, -1.3], [-1.1, -0.5, 1.7], [0.3, 0.1, -0.4], [-0.2, 0.4, 0.8], [-0.1, 0.4, -0.1], [-0.1, -0.1, 0.4], [-0.5, 0.3, 0.9], [1.5, -0.3, -1.1], [0.0, 0.4, -0.1], [-0.3, -0.3, 0.1], [-0.1, -0.1, -0.3], [0.2, -0.2, 0.0], [0.0, 0.1, -0.1], [0.1, -0.3, -0.2], [0.1, 0.0, -0.4], [0.1, -0.3, 0.2], [-0.2, 0.2, -0.3], [0.3, 0.0, -0.3], [0.2, 0.5, 0.6]], "nbo_charge": [1.60, 2.11, -0.30, -0.50, 0.39, 0.45, 0.43, -0.25, -0.11, -0.08, -0.88, 0.76, -0.52, -0.40, -0.41, -0.42, -0.25, -0.49, 0.28, 0.26, 0.26, 0.22, 0.22, 0.26, 0.26, 0.22, 0.23, 0.25, 0.40]}

{"formula": "C9H11AsF6N3O5PtSe", "method": "ωB97M-V with the def2-TZVPD basis set", "gap_ha": [0.3510, 0.1743], "e_tot_ev": -169930.534, "e_homo_ev": [-17.528, -17.186], "s_squared": 8.8998, "charge": 2, "molar_mass_g_mol": 704.2, "multiplicity": 6, "species": ["Pt", "O", "O", "Se", "C", "N", "F", "As", "F", "F", "F", "F", "F", "C", "C", "C", "C", "C", "C", "O", "N", "C", "O", "N", "C", "O", "H", "H", "H", "H", "H", "H", "H", "H", "H", "H", "H"], "xyz": [[-1.8819, -1.2141, -1.2979], [-2.3502, -2.2626, 0.2472], [-1.4502, -2.2981, 1.1105], [1.9782, -1.0095, -2.9400], [2.4767, -2.4155, -1.9649], [2.7538, -3.3065, -1.2943], [-1.0113, -0.7276, -3.2454], [-1.2599, -2.6223, -3.9818], [0.2641, -2.3765, -4.7710], [-0.2853, -2.9075, -2.4345], [-1.4472, -4.2384, -4.2753], [-2.6780, -2.5347, -2.7473], [-2.1791, -1.9048, -5.1813], [1.3494, -0.6824, 2.9395], [1.8039, 0.5083, 2.1355], [0.6973, 1.2183, 1.3397], [1.1500, 2.5977, 0.8114], [0.1315, 3.3860, 0.0123], [-0.4724, 1.5519, 2.3249], [-0.2463, 1.9668, 3.4151], [-1.7347, 1.3698, 1.8197], [-2.0534, 0.6385, 0.7139], [-3.1799, 0.3645, 0.3596], [-1.0267, 0.1239, -0.0560], [0.2848, 0.3298, 0.1532], [1.1438, -0.1392, -0.5761], [2.2071, -1.2587, 3.2880], [0.6583, -1.3316, 2.4027], [0.8562, -0.3493, 3.8636], [2.5390, 0.1552, 1.3972], [2.3271, 1.2242, 2.7758], [2.0168, 2.4214, 0.1610], [1.5095, 3.1960, 1.6544], [-0.3454, 2.7995, -0.7714], [0.6196, 4.2473, -0.4470], [-0.6453, 3.8072, 0.6558], [-2.5202, 1.6730, 2.4033]], "atomic_forces_ev_per_a": [[1.2, 1.0, -2.0], [0.8, -0.8, 2.6], [-1.3, -0.3, -1.1], [0.1, -0.1, -0.1], [-0.4, 1.2, -0.9], [0.4, -1.1, 0.8], [-0.5, -1.0, 0.2], [1.6, 1.4, 1.9], [-0.9, -0.1, 0.3], [-0.9, 0.0, -1.5], [-0.3, -0.1, -0.1], [0.7, 0.1, -0.5], [0.0, -0.4, 0.3], [-0.3, 0.0, 1.0], [0.7, 0.0, -0.4], [1.6, -0.1, 0.0], [0.3, 0.5, -0.1], [-0.3, 0.4, 0.2], [-1.9, -1.2, -2.6], [0.4, 0.7, 1.3], [0.4, 1.2, 2.2], [-0.2, -1.3, -2.2], [0.2, 0.8, 1.1], [-0.6, -0.3, -0.1], [-0.4, -0.1, -0.1], [0.0, 0.3, 0.5], [-0.1, -0.1, -0.2], [0.1, -0.2, -0.1], [-0.1, -0.1, -0.2], [-0.2, 0.3, 0.0], [-0.2, 0.1, -0.1], [0.0, -0.3, 0.3], [0.0, -0.2, -0.1], [0.0, 0.0, -0.1], [0.0, -0.1, -0.1], [-0.1, -0.1, -0.1], [0.1, -0.1, -0.1]], "lowdin_spin": [0.27, 0.69, 0.93, 1.38, 0.12, 0.32, 0.01, 0.00, 0.04, 0.04, 0.00, 0.00, 0.00, 0.01, 0.01, 0.12, 0.02, 0.00, 0.11, 0.59, 0.05, 0.01, 0.07, 0.03, 0.02, 0.13, 0.00, 0.00, 0.00, 0.01, 0.00, 0.01, 0.00, 0.00, 0.00, 0.00, 0.00]}

{"formula": "C9H11BCl2NO4", "method": "ωB97M-V with the def2-TZVPD basis set", "gap_ha": 0.2835, "e_tot_ev": -44910.739, "e_homo_ev": -5.137, "charge": -1, "molar_mass_g_mol": 278.9, "species": ["O", "N", "O", "C", "B", "O", "C", "O", "C", "C", "C", "C", "C", "C", "H", "H", "H", "H", "H", "H", "H", "H", "H", "C", "Cl", "Cl", "H", "H"], "xyz": [[-4.6181, -0.8255, -0.1447], [-3.5531, -0.4451, 0.2178], [-2.5597, -0.9623, -0.5717], [-2.0423, -2.2377, -0.0575], [-1.3390, -2.1703, 1.4203], [-0.2683, -1.1172, 1.5725], [0.6650, -1.1527, 0.5990], [1.6286, -1.8872, 0.5578], [0.4930, -0.0853, -0.5504], [0.4195, 1.3053, -0.1558], [0.2271, 2.2935, -1.2187], [0.1006, 1.8098, -2.5813], [0.1873, 0.4070, -2.9624], [0.3885, -0.5803, -1.9073], [-1.2990, -2.6535, -0.7874], [-2.9128, -2.9448, 0.0133], [-0.9774, -3.2845, 1.7368], [-2.2100, -1.8897, 2.2173], [0.4978, 1.5716, 0.9200], [0.1878, 3.3648, -0.9307], [-0.0645, 2.5421, -3.4004], [0.0754, 0.0302, -4.0000], [0.4514, -1.6761, -2.0745], [3.3261, 1.9932, 2.3384], [4.6101, 2.8940, 3.1593], [1.7508, 2.7552, 2.5777], [3.5427, 1.9618, 1.2740], [3.2924, 0.9837, 2.7385]], "atomic_forces_ev_per_a": [[0.4, 0.3, 0.4], [-0.9, -0.2, -0.1], [0.7, -0.2, -0.7], [0.5, -1.1, 0.7], [-1.4, -0.2, 0.5], [1.6, 0.3, -1.7], [-0.5, 0.9, 0.0], [-0.3, 0.1, 0.1], [-0.3, 0.0, 0.3], [-0.4, -0.5, -2.6], [0.3, -2.5, 0.2], [0.2, -0.6, 0.4], [0.2, -0.1, 2.6], [0.0, 2.7, 0.4], [-1.0, 0.7, 0.0], [0.7, 0.4, -0.3], [0.4, -0.3, -0.3], [-0.1, 0.3, 0.2], [-0.3, -0.3, -1.3], [-0.1, -0.8, -0.6], [0.1, -0.5, 0.7], [0.1, 0.7, 0.8], [0.0, 1.0, 0.0], [-0.1, -0.2, -0.2], [0.1, 0.0, 0.0], [0.2, 0.2, 0.3], [0.0, 0.1, 0.1], [0.0, 0.1, 0.1]], "nbo_charge": [-0.31, 0.40, -0.46, -0.34, 0.11, -0.68, 0.82, -0.61, -0.10, -0.22, -0.23, -0.24, -0.22, -0.20, 0.18, 0.18, -0.09, -0.09, 0.24, 0.21, 0.20, 0.21, 0.23, -0.39, -0.04, -0.01, 0.23, 0.24]}

{"formula": "C9H11BrN", "method": "ωB97M-V with the def2-TZVPD basis set", "gap_ha": [0.2822, 0.2959], "e_tot_ev": -81029.344, "e_homo_ev": [-12.542, -12.048], "charge": 1, "molar_mass_g_mol": 213.1, "relative_energy_kcal_mol": 162.2, "species": ["C", "C", "C", "C", "C", "C", "C", "C", "C", "N", "Br", "H", "H", "H", "H", "H", "H", "H", "H", "H", "H", "H"], "xyz": [[0.3807, -1.2912, -0.3202], [0.0192, -2.3145, -0.8606], [-0.6015, 2.3265, -1.4918], [-1.3897, 1.5766, -0.4502], [0.6442, 2.2098, -1.7674], [-0.9399, 0.9794, 0.5928], [1.0901, -0.1677, -0.0547], [-0.5344, -3.6661, -0.9514], [0.6055, 0.6479, 2.3472], [0.4548, 0.8539, 0.8139], [2.9850, -0.0593, -0.0617], [-1.3204, 2.9000, -1.9851], [-2.4041, 1.5203, -0.5396], [1.5727, 2.3655, -2.3964], [-1.4475, 0.4353, 1.3993], [-1.0881, -3.6595, -1.9139], [-1.1299, -3.5706, -0.0593], [0.1407, -4.4809, -0.9116], [1.4183, 1.3897, 2.6624], [-0.3679, 0.6655, 2.8692], [0.9413, -0.3647, 2.5637], [0.9710, 1.7040, 0.5153]], "atomic_forces_ev_per_a": [[0.9, 0.7, -0.6], [0.3, -1.5, 0.3], [-1.5, -1.3, 1.6], [1.7, 1.0, -1.5], [2.9, -0.5, -0.9], [0.0, -1.6, 1.7], [0.4, 0.4, 0.6], [-0.7, 2.2, -1.3], [1.9, 0.4, 0.2], [1.8, 0.2, 1.4], [-0.7, -0.1, 0.0], [-0.6, 1.5, -1.4], [-2.7, 0.3, -0.6], [-1.7, 0.0, 0.9], [-0.6, 0.4, -1.1], [-0.2, -0.6, 0.8], [-1.0, -1.1, 0.1], [0.9, -0.5, 0.1], [-1.6, -1.1, 0.0], [0.6, 1.0, -0.4], [0.4, 0.0, -0.5], [-0.5, 0.0, 0.4]], "nbo_charge": [-0.26, 0.27, -0.37, -0.14, -0.07, -0.04, 0.06, -0.70, -0.42, -0.46, 0.17, 0.25, 0.24, 0.26, 0.23, 0.26, 0.26, 0.26, 0.25, 0.24, 0.24, 0.47]}